Here is C25H29Cl3MoN7O5 as an isolated structure from OMol25. Energies are from the ωB97M-V functional and the def2-TZVPD basis.

The geometry in XYZ format:
```
70
Properties=species:S:1:pos:R:3:forces:R:3
Mo -0.594072 -0.397966 0.732112 -0.30 -0.39 -0.26
O -0.413040 -4.532104 0.883573 -0.02 0.00 0.00
C -0.298974 -3.337251 1.050300 0.03 -0.01 0.03
N -1.004136 -2.349497 0.428226 -0.02 -0.02 0.07
C -2.370974 -2.642468 0.038278 -0.05 0.00 0.00
C -3.261215 -1.746715 0.867399 0.04 -0.02 0.02
C -4.600566 -2.005505 1.103636 -0.01 0.00 -0.02
C -5.319276 -1.150910 1.920307 0.00 0.00 -0.02
C -4.680074 -0.056505 2.485631 0.00 0.01 0.00
C -3.349433 0.153535 2.194876 -0.02 0.06 -0.07
N -2.655393 -0.669233 1.398725 -0.14 -0.08 0.01
C 0.557642 -2.773125 2.155694 -0.11 -0.02 0.06
C 1.318284 -3.579529 2.973821 0.00 -0.01 -0.02
C 1.853814 -3.027193 4.128040 0.01 0.01 0.00
C 1.591281 -1.699413 4.421603 0.01 -0.02 0.00
C 0.848978 -0.947376 3.528595 0.11 0.07 -0.08
N 0.348161 -1.472470 2.411487 0.20 -0.09 0.09
H -2.530841 -2.437776 -1.022914 -0.02 -0.01 0.07
H -2.607598 -3.693047 0.214116 0.01 -0.01 0.00
H -5.060097 -2.878084 0.659781 0.00 0.00 0.01
H -6.365407 -1.339808 2.121217 0.00 0.00 0.01
H -5.201601 0.627860 3.138606 0.00 0.00 -0.01
H -2.804498 0.999764 2.586419 0.01 -0.01 0.02
H 1.433492 -4.621440 2.710905 0.00 0.00 0.01
H 2.446720 -3.631568 4.801559 -0.01 0.00 0.00
H 1.959595 -1.240625 5.327995 0.01 0.00 0.00
H 0.643481 0.100345 3.689601 0.00 -0.01 -0.01
Cl -5.176759 1.940126 -5.008655 0.00 0.00 0.00
C -4.047510 1.370764 -3.825984 -0.01 0.01 0.01
C -3.807926 2.122330 -2.687895 -0.01 -0.01 -0.01
C -2.904105 1.659184 -1.751154 0.04 0.00 0.00
Cl -2.605562 2.605744 -0.334012 0.00 -0.01 -0.01
C -2.204800 0.450431 -1.906652 -0.19 0.01 0.12
O -1.325530 0.027452 -1.028528 0.27 0.14 -0.39
C -2.494628 -0.276641 -3.072303 -0.04 0.01 0.02
Cl -1.711880 -1.809485 -3.322497 0.14 0.08 -0.09
C -3.397954 0.166812 -4.023417 0.01 -0.02 -0.01
H -4.320532 3.059909 -2.528016 0.00 0.00 0.00
H -3.595728 -0.430346 -4.902112 0.00 0.00 0.00
N 3.118112 0.563496 1.952123 -0.05 0.08 0.00
C 3.264981 0.736637 0.507944 0.12 -0.19 -0.12
C 4.035299 1.995711 0.110089 0.07 -0.04 0.01
C 4.130130 2.280089 -1.389681 0.03 0.03 -0.01
C 4.529290 1.073005 -2.240622 -0.01 0.00 -0.02
N 3.395136 0.193514 -2.547913 -0.04 0.00 0.15
C 2.364591 0.566109 -3.305177 -0.06 0.00 -0.05
N 2.507560 1.542575 -4.203680 0.00 -0.01 0.00
N 1.209845 -0.074920 -3.194043 -0.07 -0.05 0.02
C 1.862950 0.662711 -0.104869 0.18 0.44 -0.07
O 1.296019 1.679768 -0.476544 0.04 -0.08 0.10
O 1.342929 -0.537160 -0.189646 -0.27 0.25 0.41
H 2.715859 1.405087 2.353968 0.01 0.00 0.00
H 4.024904 0.433226 2.385109 0.00 -0.01 0.00
H 3.810795 -0.146316 0.154993 -0.04 -0.03 0.06
H 5.046080 1.890022 0.518715 -0.01 0.01 0.01
H 3.588403 2.859510 0.606701 -0.06 -0.01 -0.04
H 4.863345 3.072549 -1.552050 0.01 -0.01 0.02
H 3.169125 2.657142 -1.742382 0.03 0.04 -0.01
H 5.267925 0.448592 -1.739007 0.03 0.03 0.01
H 4.998369 1.382448 -3.176142 -0.01 -0.01 -0.01
H 3.187271 -0.544351 -1.888964 0.02 -0.04 -0.07
H 3.397102 1.979280 -4.360314 0.01 -0.01 -0.02
H 1.721685 1.866397 -4.738586 -0.01 0.02 0.03
H 0.984570 -0.541698 -2.320488 -0.03 0.00 0.10
H 0.428074 0.186544 -3.769584 -0.05 -0.02 -0.03
C -0.515256 2.409749 2.378267 -0.10 0.00 0.03
O -0.461000 1.111242 1.871695 0.29 -0.02 -0.04
H -0.448102 2.402098 3.470834 0.01 -0.01 0.00
H -1.443827 2.914775 2.095606 -0.01 0.00 0.03
H 0.316497 2.993997 1.975285 -0.01 0.00 -0.02
```
Forces are in eV/Å.

Total charge: +1
Highest occupied orbital energy (spin up / spin down) (eV): -10.0 / -10.6
Multiplicity: 3
<S²>: 2.01
Gap between HOMO and LUMO (spin up / spin down) (eV): 7.4249 / 7.7047